C19H18Cl2N7OPdS3 | ωB97M-V with the def2-TZVPD basis set

Structure (XYZ):
```
51
Properties=species:S:1:pos:R:3:forces:R:3
Pd -0.593 -0.832 -0.931 -1.899 -0.694 -1.101
N -3.558 0.999 -0.714 -0.187 -0.120 0.077
C -3.586 -0.231 -0.193 0.045 0.122 0.087
N -2.541 -1.030 -0.094 0.817 0.122 -0.380
C -2.851 -2.236 0.509 0.047 0.071 -0.111
C -4.129 -2.362 0.896 -0.273 -0.031 0.197
S -5.012 -0.929 0.504 -0.025 -0.014 -0.004
C -1.770 -3.204 0.579 0.034 0.044 -0.106
C -1.802 -4.472 1.019 -0.032 -0.235 0.157
S -0.255 -5.214 0.820 -0.004 -0.029 0.019
C 0.349 -3.751 0.137 0.082 -0.002 0.144
N -0.544 -2.796 0.070 0.466 0.795 -0.408
N 1.635 -3.597 -0.237 -0.197 -0.030 -0.002
H -2.748 1.233 -1.295 0.031 -0.040 0.044
H -4.428 1.454 -0.928 -0.028 0.008 0.075
H -4.606 -3.192 1.391 0.017 0.046 -0.056
H -2.633 -5.013 1.442 0.067 -0.002 -0.056
H 2.273 -4.370 -0.257 0.033 0.021 0.020
H 1.933 -2.693 -0.555 0.067 0.025 0.137
Cl -2.014 3.452 -2.773 0.073 0.050 -0.047
C -0.502 2.665 -3.072 -0.234 0.209 -0.124
C 0.528 3.365 -3.725 -0.127 0.106 0.035
C 1.725 2.763 -3.965 0.053 0.028 -0.031
Cl 2.985 3.644 -4.766 -0.030 -0.059 0.030
C 1.942 1.427 -3.556 0.199 -0.116 -0.108
C 3.136 0.704 -3.770 -0.014 0.035 0.008
C 3.227 -0.590 -3.343 0.006 -0.005 -0.031
C 2.145 -1.158 -2.652 0.046 -0.033 -0.114
N 1.027 -0.512 -2.421 -0.051 -0.415 0.699
C 0.893 0.761 -2.896 0.242 -0.210 -0.056
C -0.361 1.359 -2.676 -0.399 0.120 0.133
O -1.335 0.654 -2.124 0.807 -0.323 0.420
H 0.362 4.387 -4.037 -0.024 -0.018 0.033
H 3.962 1.183 -4.278 -0.020 -0.010 -0.012
H 4.113 -1.181 -3.526 -0.010 0.020 0.049
H 2.205 -2.182 -2.309 -0.021 0.034 -0.105
S 0.573 1.087 0.362 0.414 0.543 0.693
C 0.552 1.251 2.057 0.073 0.069 -0.327
N 0.505 0.194 2.877 -0.038 0.024 0.216
C 0.532 0.290 4.336 -0.017 0.010 -0.082
C 1.292 1.541 4.736 0.008 0.020 -0.068
C 0.668 2.735 4.039 -0.062 -0.067 -0.104
N 0.614 2.471 2.600 0.003 -0.061 0.258
H 0.428 -0.705 2.435 0.031 0.000 -0.080
H 1.015 -0.602 4.731 0.002 -0.039 -0.025
H -0.487 0.326 4.731 -0.024 -0.027 0.012
H 2.336 1.447 4.432 0.009 -0.006 0.050
H 1.255 1.672 5.816 0.006 0.008 0.008
H 1.255 3.637 4.202 0.016 0.023 -0.029
H -0.339 2.912 4.423 -0.008 0.039 0.008
H 0.626 3.237 1.948 0.028 -0.004 -0.041
```
Positions in Å, forces in eV/Å.

Results
**Charge**: +1
**HOMO-LUMO gap (alpha / beta)**: 6.66 / 6.65 eV
**2S+1**: 1
**Strongest force on any atom**: 2.30 eV/Å
**LUMO (alpha / beta)**: -3.40 / -3.37 eV
**ΔE to the lowest compared entry with this formula, charge and spin**: 0.864 eV